(1)
One molecule with the formula C3H6N2S2 in a non-equilibrium geometry. Source: OMol25; level of theory: ωB97M-V/def2-TZVPD.

Summary:
- SMILES: C[C@H]1N=N[C@@H](S)S1
- HOMO-LUMO gap: 9.29 eV
- Molar mass: 134.23 u
- 2S+1: 1
- HOMO level: -8.97 eV
- Lowest unoccupied orbital energy: 0.312 eV
- Energy relative to the best compared isomer or geometry (same formula, charge and spin): 35.8 kcal/mol

Cartesian coordinates (Å):
C 0.74795 -0.27169 -0.66530
C -1.79010 -0.09532 -0.88430
C 1.39842 -0.21267 0.71030
N -0.00847 -1.46988 -0.79306
N -1.20752 -1.39124 -0.90112
S -0.42548 1.13075 -0.96429
S -2.81941 -0.00902 0.65184
H 1.50603 -0.25355 -1.45171
H -2.47076 0.03419 -1.72334
H 0.63190 -0.19458 1.48263
H 2.00427 0.68539 0.79025
H 2.02608 -1.08894 0.85245
H -3.53790 1.03676 0.25189

Forces on the atoms, in the same order (eV/Å):
C 0.31 1.63 0.09
C -0.40 1.91 0.44
C -0.06 -0.11 -0.13
N 0.84 -1.19 -0.04
N -1.00 -1.31 -0.19
S -0.04 -0.52 -0.09
S 0.25 -0.35 -0.18
H -0.08 -0.11 0.06
H 0.13 -0.16 -0.02
H -0.02 0.03 0.04
H 0.04 0.03 0.04
H 0.11 -0.06 0.05
H -0.08 0.20 -0.09

Results of the natural (NBO) charge analysis, in e, for atoms 1 through 5: C -0.22; C -0.35; C -0.62; N -0.08; N -0.12

=====

(2)
C3H6N2S2 as an isolated structure in a non-equilibrium geometry. Source: OMol25; level of theory: ωB97M-V/def2-TZVPD.

Summary:
- HOMO-LUMO gap (spin up / spin down): 6.50 / 6.51 eV
- Molar mass: 134.23 u
- 2S+1: 1
- HOMO level (spin up / spin down): -7.93 / -7.94 eV
- Lowest unoccupied orbital energy (spin up / spin down): -1.432 / -1.423 eV
- Energy relative to the best compared isomer or geometry (same formula, charge and spin): 115.8 kcal/mol

Cartesian coordinates (Å):
C -0.42328 -0.53344 1.37455
C -0.39035 -0.51736 -0.09140
C 0.19168 0.57162 -0.87456
N -1.51802 -0.78031 2.21250
N -2.61541 -0.88513 1.65881
S -4.00523 -1.32695 2.51100
S -2.98344 -0.62324 0.02815
H 0.27194 -1.23203 1.71084
H 0.08076 0.34130 1.92021
H -0.29831 -1.42216 -0.53122
H 1.29469 0.70331 -0.52043
H -0.35777 1.50814 -0.73877
H 0.24398 0.47488 -1.92593

Forces on the atoms, in the same order (eV/Å):
C 2.14 2.88 1.62
C -3.41 1.87 0.27
C 1.47 1.72 1.34
N -0.85 -0.48 0.02
N -1.21 -0.43 0.80
S -0.31 0.14 -0.03
S 2.71 0.24 -0.80
H 1.45 -1.92 0.31
H -0.68 -0.24 -1.37
H 0.12 -2.98 -1.17
H -1.72 0.01 -0.39
H 0.37 0.05 0.47
H -0.06 -0.86 -1.07

Results of the natural (NBO) charge analysis, in e, for atoms 1 through 5: C -0.38; C 0.02; C -0.69; N -0.14; N -0.31

=====

Which formula does entry 2 have? C3H6N2S2